No. 1
DFT (ωB97M-V/def2-TZVPD) results for a molecular structure, C30H31AsCrN4O4S3.

Output
- lowest unoccupied orbital energy (spin up / spin down) (eV) = 2.07 / 2.07
- spin multiplicity = 4
- molar mass (g/mol) = 734.7
- total charge = -1
- HOMO level (spin up / spin down) (eV) = -5.0 / -5.2

Atoms and positions in Å:
Cr -0.23040 1.38452 0.45691
C -3.83887 0.94356 2.53337
O -3.69714 2.08900 3.37767
C -2.56101 2.83167 3.44264
C -2.67772 3.97873 4.20568
C -1.61512 4.85649 4.40955
C -0.40182 4.57159 3.83226
C -0.25890 3.43047 3.03058
C 1.06317 3.10197 2.53981
N 1.23626 2.26692 1.59134
N 2.51070 1.74061 1.36694
C 2.32456 0.50637 0.95923
O 1.18426 -0.06072 0.81163
C 3.54450 -0.29306 0.62584
C 4.82151 0.24844 0.75941
C 5.93568 -0.49263 0.39872
C 5.78459 -1.78240 -0.09713
C 4.51510 -2.32608 -0.22819
C 3.39927 -1.58264 0.13089
C -1.32587 2.52705 2.80483
O -1.19319 1.42273 2.09720
H -3.70691 1.19571 1.48390
H -4.85918 0.60639 2.70804
H -3.13377 0.15958 2.79948
H -3.64970 4.17553 4.64276
H -1.75208 5.74185 5.01639
H 0.45719 5.21517 3.98505
H 1.94535 3.48699 3.05151
H 4.92002 1.25201 1.15182
H 6.92514 -0.06522 0.50711
H 6.65603 -2.36006 -0.38101
H 4.39206 -3.33019 -0.61618
H 2.40152 -1.98464 0.02432
S -2.08233 0.51981 -0.83873
C -2.45816 2.19214 -1.10110
S -1.38644 3.32950 -0.34601
C -3.54758 2.58578 -1.85396
C -3.83462 3.96259 -2.08071
N -4.07224 5.07506 -2.27022
C -4.40470 1.61953 -2.45631
N -5.09967 0.84023 -2.94603
C 1.20631 -3.65875 -2.57334
As 0.27122 -2.00691 -2.06267
C -1.27338 -2.29175 -3.23307
C -0.50498 -2.60927 -0.33250
C -1.32109 -3.85575 -0.38202
C -2.68893 -3.78779 -0.65427
C -3.45792 -4.93856 -0.73322
C -2.87618 -6.18490 -0.53864
C -1.51945 -6.26668 -0.25993
C -0.75183 -5.11265 -0.18289
H 0.57191 -4.54054 -2.47119
H 2.10938 -3.78932 -1.97523
H 1.50012 -3.55273 -3.61860
H -1.68175 -3.29669 -3.12508
H -0.92877 -2.14896 -4.25816
H -2.04140 -1.55013 -3.01616
H -1.10907 -1.77130 0.01445
H 0.33716 -2.68986 0.35604
H -3.14833 -2.81656 -0.80483
H -4.51723 -4.85892 -0.94495
H -3.47705 -7.08385 -0.59797
H -1.05530 -7.23222 -0.09826
H 0.30678 -5.18252 0.04302
C 2.95797 1.92860 -2.69326
S 1.42297 2.63263 -2.12121
C 2.11303 3.87769 -1.04492
O 0.89204 1.51775 -1.25709
H 3.47920 2.65610 -3.31672
H 2.69406 1.04948 -3.27821
H 3.55962 1.63272 -1.83247
H 2.71925 4.55123 -1.65246
H 2.70618 3.38172 -0.27412
H 1.27597 4.41835 -0.60941



No. 2
DFT (ωB97M-V/def2-TZVPD) results for C2H4P2S in the gas phase.

Output
- lowest unoccupied orbital energy (eV) = -0.61
- molar mass (g/mol) = 122.1
- HOMO level (eV) = -8.5

Atoms and positions in Å:
C 0.51469 -0.07575 0.74475
C -0.31499 -0.80155 -0.26882
P -0.05156 1.91078 0.80660
P -0.52390 2.08051 -1.16889
S -0.35508 0.11334 -1.86136
H 0.39104 -0.47193 1.74853
H 1.56574 -0.05369 0.46505
H 0.12135 -1.76755 -0.52147
H -1.34729 -0.93415 0.05561



We obtain energy relative to the best compared isomer or geometry (same formula, charge and spin) values of 3.6 0.0 kJ/mol for the records listed above, in that order.
We obtain calculated total energy values of -6156.7148 -1159.4876 Ha for the records listed above, in that order.